Entry 1:
Entry from OMol25: an isolated molecule of C2H6N2O2S at a distorted geometry (ωB97M-V/def2-TZVPD).

```
13
Properties=species:S:1:pos:R:3:forces:R:3
C -0.98992 -0.50619 1.11988 0.8 0.3 -0.1
S -0.42847 0.02325 -0.49682 1.5 1.2 -1.0
N -0.94086 1.59238 -0.34873 -0.5 -0.3 1.6
O -1.16768 -0.55481 -1.61615 1.1 0.4 1.5
N 1.19582 0.20226 -0.47434 -1.5 0.4 0.2
C 2.08787 -0.83514 -0.54881 -0.9 -1.2 -0.2
O 1.76160 -1.99872 -0.76042 0.7 0.6 0.3
H -1.98821 -0.08790 1.28233 0.1 -0.5 -0.3
H -0.94358 -1.60958 1.05083 0.0 0.6 0.7
H -0.28590 0.02935 1.82108 -0.6 -1.2 -0.6
H -0.64779 2.11188 0.48742 0.1 -0.7 -0.4
H -0.82833 2.17515 -1.13124 0.3 0.4 -1.5
H 3.17546 -0.54192 -0.38504 -1.2 0.0 -0.2
```
Positions in Å, forces in eV/Å.

relative energy (zero: lowest compared OMol25 entry of this formula, charge and spin) = 232.4 kJ/mol
E_LUMO = 0.3 eV
orbital gap = 9.76 eV
charge = 0
structure (SMILES) = C[S@](N)(=O)=NC=O
strongest force on any atom = 2.17 eV/A

---

Entry 2:
Entry from OMol25: a cluster of 2 separate species, C2H6N2O3 in total at a distorted geometry (ωB97M-V/def2-TZVPD).

```
13
Properties=species:S:1:pos:R:3:forces:R:3
C 0.62825 1.63958 -0.72380 1.5 3.4 1.7
C 0.36103 0.69020 0.39527 0.1 0.4 -1.8
N -0.64013 -0.03372 0.63617 0.4 -0.4 0.9
N -1.79034 0.04256 -0.19124 1.6 -0.5 0.5
O -2.67909 0.65236 0.30330 -1.4 0.8 0.0
O -1.76104 -0.62732 -1.18107 -0.4 -0.2 -0.9
H 0.10970 1.36772 -1.58634 -0.9 -0.2 -1.5
H 0.20635 2.69572 -0.29622 1.0 -2.3 -1.3
H 1.78203 1.84258 -0.99944 -2.7 -0.8 1.0
H 1.18033 0.61092 1.03487 1.0 -0.5 1.5
O 0.88360 -2.96904 0.51638 0.0 0.4 -0.1
H 0.58560 -2.18322 1.02554 0.3 -1.3 -0.1
H 1.13370 -3.72835 1.06658 -0.3 0.9 0.2
```
Positions in Å, forces in eV/Å.

relative energy (zero: lowest compared OMol25 entry of this formula, charge and spin) = 574.0 kJ/mol
E_LUMO = 0.4 eV
orbital gap = 11.44 eV
charge = 0
structure (SMILES) = C/C=N\[N+](=O)[O-].O
strongest force on any atom = 4.10 eV/A

---

Entry 3:
Entry from OMol25: a cluster of 2 separate species, C2H6N2O3 in total at a distorted geometry (ωB97M-V/def2-TZVPD).

```
13
Properties=species:S:1:pos:R:3:forces:R:3
N 1.49295 1.25919 1.53231 0.5 0.6 -0.1
C 1.09253 0.21003 0.72145 0.5 1.6 1.4
O 1.10962 0.35097 -0.83278 -0.2 0.7 -1.0
C 2.09931 -0.24024 -0.22659 -2.9 0.3 0.9
O 3.17330 -0.61698 -0.43362 2.7 -1.2 -0.7
H 0.89763 2.02006 1.86737 0.0 -0.8 -0.5
H 2.45347 1.54190 1.40705 -0.1 0.2 0.1
H 0.15484 -0.12544 1.06891 -0.8 -1.4 -0.3
N -2.88730 -0.61824 -1.18596 -0.4 3.2 1.3
O -2.00037 -1.46729 -0.46908 0.7 1.2 0.3
H -2.40454 -0.37678 -2.03454 0.4 -0.1 -0.6
H -2.83700 0.35080 -0.66635 -0.2 -2.6 -0.9
H -2.34444 -2.28798 -0.74819 -0.4 -1.7 0.0
```
Positions in Å, forces in eV/Å.

relative energy (zero: lowest compared OMol25 entry of this formula, charge and spin) = 463.3 kJ/mol
E_LUMO = 0.7 eV
orbital gap = 10.67 eV
charge = 0
structure (SMILES) = N[C@H]1OC1=O.NO
strongest force on any atom = 3.46 eV/A

---

Entry 4:
Entry from OMol25: a structure of composition C2H6N2O3 at a distorted geometry (ωB97M-V/def2-TZVPD).

```
13
Properties=species:S:1:pos:R:3:forces:R:3
C 0.30547 0.42736 -1.03868 -1.4 -2.8 1.3
C -0.51450 0.22004 0.26233 0.4 -1.5 -0.3
N -0.08338 -0.58798 1.15609 1.6 3.7 0.2
N -1.19478 -2.76738 2.02266 -0.9 0.2 1.7
O -1.15322 -1.83985 2.99001 1.7 1.5 -1.1
O -2.08003 -3.56798 2.24192 0.9 -0.5 -1.6
O -0.38589 -2.69089 1.08699 -1.3 -2.3 0.8
H -0.21142 0.55286 -1.96808 -0.8 0.5 -0.2
H 0.86175 1.26227 -0.78687 1.8 1.6 -0.2
H 0.85737 -0.53972 -1.19380 0.1 1.2 0.4
H -1.47484 0.62463 0.51549 -0.5 0.5 -0.6
H -0.51949 -0.95041 2.39760 -1.1 -1.5 -0.4
H 0.89725 -0.81545 0.98181 -0.4 -0.7 0.0
```
Positions in Å, forces in eV/Å.

relative energy (zero: lowest compared OMol25 entry of this formula, charge and spin) = 667.8 kJ/mol
E_LUMO = 0.6 eV
orbital gap = 10.79 eV
charge = 0
strongest force on any atom = 4.05 eV/A

---

Entry 5:
Entry from OMol25: a structure of composition C2H6N2O3 at a distorted geometry (ωB97M-V/def2-TZVPD).

```
13
Properties=species:S:1:pos:R:3:forces:R:3
C -1.19068 1.95449 0.06681 -1.3 2.1 -0.6
C -0.32209 0.73640 -0.09711 -0.4 0.9 0.9
N -0.47646 -0.18960 0.73791 0.0 -2.5 -0.7
N 1.86304 -2.15023 -0.42680 -2.3 0.4 -1.2
O 0.73442 -2.36787 0.25179 0.5 0.0 0.2
O 2.53291 -3.09834 -0.75490 0.2 0.7 0.7
O 1.98179 -0.98087 -0.83281 1.0 -0.5 0.3
H -1.95180 2.12123 0.96268 2.0 -1.2 -1.4
H -1.86009 2.03795 -0.81865 0.4 -0.1 0.3
H -0.59782 2.89960 0.00822 -0.2 -0.8 0.1
H 0.49803 0.51265 -0.82898 -0.8 1.0 0.4
H -1.31086 -0.17435 1.30560 0.1 0.4 0.5
H 0.09959 -1.30105 0.42623 0.8 -0.3 0.5
```
Positions in Å, forces in eV/Å.

relative energy (zero: lowest compared OMol25 entry of this formula, charge and spin) = 589.4 kJ/mol
E_LUMO = 0.3 eV
orbital gap = 10.18 eV
charge = 0
strongest force on any atom = 2.77 eV/A

---

Entry 6:
Entry from OMol25: a cluster of 2 separate species, C2H6N2OS in total at a distorted geometry (ωB97M-V/def2-TZVPD).

```
12
Properties=species:S:1:pos:R:3:forces:R:3
C -1.54481 0.58375 -0.31870 -0.2 -1.2 3.3
N -0.89659 -0.45510 -0.71012 -0.8 2.3 -0.3
O -0.61179 -1.40602 -0.02474 0.6 -3.2 1.8
H -1.71277 1.35087 -0.94074 -0.4 2.4 -2.4
H -1.80841 0.72013 0.76302 0.2 -0.7 -1.3
H -0.45058 -0.41214 -1.62006 -0.3 0.0 -0.7
C 1.98095 0.61766 -1.69001 1.7 0.9 2.4
N 1.55364 0.12850 -0.58235 0.6 0.2 -2.4
S 2.36366 0.15264 0.85901 -1.4 -1.7 1.0
H 1.39992 0.42311 -2.57864 0.0 0.3 -0.3
H 2.95591 1.25249 -1.69748 -1.6 -1.1 -0.5
H 1.49515 -0.91551 1.36243 1.4 1.8 -0.5
```
Positions in Å, forces in eV/Å.

relative energy (zero: lowest compared OMol25 entry of this formula, charge and spin) = 502.1 kJ/mol
E_LUMO = 0.8 eV
orbital gap = 9.50 eV
charge = 0
structure (SMILES) = C=[NH+][O-].C=NS
strongest force on any atom = 3.70 eV/A

---

Entry 7:
Entry from OMol25: an isolated molecule of C2H6N2OS at a distorted geometry (ωB97M-V/def2-TZVPD).

```
12
Properties=species:S:1:pos:R:3:forces:R:3
N -0.28156 1.36161 -0.29907 -0.6 -0.5 -1.6
C -0.88143 0.37729 0.59544 -0.5 -1.1 -0.6
C -0.40145 -1.06015 0.20910 0.9 3.1 -0.4
O -1.11635 -1.91538 -0.17357 -2.7 -2.1 -0.3
N 0.93240 -1.29661 0.05539 1.6 -1.1 -0.8
S 2.29764 -0.30404 0.18092 -0.2 0.6 -0.6
H -0.53851 2.28417 -0.03565 -0.1 0.9 0.7
H -0.67555 1.31590 -1.25862 0.3 -0.5 0.8
H -2.00177 0.35809 0.62832 0.9 -0.1 -0.1
H -0.50623 0.55687 1.57215 0.2 0.4 1.1
H 1.05936 -2.15697 -0.52266 -0.1 1.0 0.9
H 2.11346 0.47922 -0.95175 0.1 -0.5 0.9
```
Positions in Å, forces in eV/Å.

relative energy (zero: lowest compared OMol25 entry of this formula, charge and spin) = 113.9 kJ/mol
E_LUMO = 0.8 eV
orbital gap = 9.98 eV
charge = 0
structure (SMILES) = NCC(=O)NS
strongest force on any atom = 3.43 eV/A

---

Entry 8:
Entry from OMol25: a structure of composition C2H6N2OS at a distorted geometry (ωB97M-V/def2-TZVPD).

```
12
Properties=species:S:1:pos:R:3:forces:R:3
C -1.19673 -0.02886 -0.25814 -2.3 -0.9 -0.8
C 0.20740 0.17616 -0.80830 1.0 -1.1 0.3
N 1.26108 -0.15400 0.11887 -2.2 0.1 4.1
N 0.36392 -0.42969 1.62676 3.5 1.4 -1.0
O 0.34154 1.49031 -1.06773 -0.4 1.8 -3.0
S -1.12863 -1.11803 1.17370 0.4 -0.3 -0.3
H -1.63260 0.99030 -0.15016 0.4 -0.7 0.6
H -1.92345 -0.53089 -0.97782 1.1 0.4 0.7
H 0.47015 -0.28287 -1.74175 -0.5 -0.9 -0.5
H 1.59684 -1.06994 0.10308 0.5 -1.9 -1.0
H 1.11065 -0.92561 2.24174 -2.2 0.5 -1.5
H 0.52982 1.88312 -0.26026 0.7 1.6 2.4
```
Positions in Å, forces in eV/Å.

relative energy (zero: lowest compared OMol25 entry of this formula, charge and spin) = 370.4 kJ/mol
E_LUMO = 0.6 eV
orbital gap = 8.82 eV
charge = 0
strongest force on any atom = 4.70 eV/A

---

Entry 9:
Entry from OMol25: an isolated molecule of C2H6N2OS at a distorted geometry (ωB97M-V/def2-TZVPD).

```
12
Properties=species:S:1:pos:R:3:forces:R:3
C -1.05568 0.67378 1.14267 -0.2 0.0 0.6
C -0.03493 0.21204 0.17266 0.1 0.4 0.1
N 0.72737 1.04950 -0.38163 -0.8 0.6 1.0
S 1.93439 0.48102 -1.32446 1.3 -0.7 -1.2
N 0.04367 -1.17996 -0.01308 -0.6 -0.2 -0.7
O -0.09044 -1.45174 -1.42940 0.1 -0.3 0.4
H -2.04982 0.45663 0.77296 -0.4 0.0 -0.1
H -0.95501 0.14920 2.10860 0.1 0.2 -0.3
H -0.96482 1.74615 1.28846 0.1 -0.1 0.1
H 2.70340 1.53449 -1.09917 0.4 0.4 -0.1
H -0.81855 -1.52429 0.39072 0.0 -0.6 0.0
H 0.56044 -2.14682 -1.62833 -0.1 0.4 0.3
```
Positions in Å, forces in eV/Å.

relative energy (zero: lowest compared OMol25 entry of this formula, charge and spin) = 284.3 kJ/mol
E_LUMO = 0.8 eV
orbital gap = 9.21 eV
charge = 0
structure (SMILES) = C/C(=N/S)NO
strongest force on any atom = 1.94 eV/A

---

Number 1: HOMO energy -9.5 eV. Number 2: HOMO energy -11.0 eV. Number 3: HOMO energy -9.9 eV. Number 4: HOMO energy -10.2 eV. Number 5: HOMO energy -9.9 eV. Number 6: HOMO energy -8.7 eV. Number 7: HOMO energy -9.2 eV. Number 8: HOMO energy -8.2 eV. Number 9: HOMO energy -8.4 eV.